This record from the OMol25 dataset describes a single C5H8N2 molecule in a non-equilibrium geometry. The level of theory is the ωB97M-V functional and the def2-TZVPD basis.

The value obtained for the energy relative to the best compared isomer or geometry (same formula, charge and spin) is 55.5 kcal per mole. The calculation puts the maximum force at 0.082 hartree/bohr. The value obtained for the HOMO energy is -8.979 eV. Its SMILES is Cc1ccn(C)n1.

```
! wB97M-V def2-TZVPD RIJCOSX def2/J DEFGRID3
* xyz 0 1
N -0.307 0.307 0.857
N 0.486 0.492 -0.179
C -0.862 -0.922 0.796
C -0.453 -1.528 -0.376
C -0.174 1.214 1.970
C 0.345 -0.551 -1.001
C 0.908 -0.062 -2.281
H 1.176 0.929 -1.562
H 0.790 1.055 2.461
H -1.523 -1.249 1.578
H 1.464 -0.804 -2.902
H -0.757 -2.503 -0.728
H -0.230 2.251 1.625
H -0.987 1.024 2.667
H 0.123 0.348 -2.925
*
```

=====

This record from the OMol25 dataset describes a single C5H8N2 molecule in a non-equilibrium geometry. The level of theory is the ωB97M-V functional and the def2-TZVPD basis.

The value obtained for the energy relative to the best compared isomer or geometry (same formula, charge and spin) is 28.0 kcal per mole. The calculation puts the maximum force at 0.020 hartree/bohr. The value obtained for the HOMO energy is -10.058 eV. Its SMILES is CC1(C)N[C@H]1C#N.

```
! wB97M-V def2-TZVPD RIJCOSX def2/J DEFGRID3
* xyz 0 1
N -2.765 1.569 -0.794
N 0.695 1.268 -0.297
C -0.259 -1.025 -0.964
C -0.539 1.107 0.480
C -1.796 1.353 -0.199
C 0.288 -0.077 0.082
C 1.213 -0.710 1.100
H 0.469 1.460 -1.270
H 0.564 -1.542 -1.468
H 2.187 -0.879 0.629
H -0.901 -1.781 -0.498
H -0.499 1.482 1.500
H 0.827 -1.672 1.451
H 1.372 -0.057 1.961
H -0.856 -0.497 -1.714
*
```

=====

This record from the OMol25 dataset describes a single C5H8N2 molecule in a non-equilibrium geometry. The level of theory is the ωB97M-V functional and the def2-TZVPD basis.

The value obtained for the energy relative to the best compared isomer or geometry (same formula, charge and spin) is 36.8 kcal per mole. The calculation puts the maximum force at 0.022 hartree/bohr. The value obtained for the HOMO energy is -9.844 eV. Its SMILES is C[C@@]1(CC#N)CN1.

```
! wB97M-V def2-TZVPD RIJCOSX def2/J DEFGRID3
* xyz 0 1
N -0.013 -0.961 -1.427
N -0.428 2.716 1.476
C 0.566 -1.000 1.072
C -0.006 -0.255 -0.156
C -1.238 0.582 0.176
C 0.789 0.247 -1.336
C -0.807 1.782 0.908
H -1.979 0.055 0.787
H -0.107 -0.894 1.935
H 1.868 0.283 -1.237
H 0.520 -1.824 -1.398
H 1.557 -0.668 1.397
H 0.617 -2.082 0.880
H 0.419 0.999 -2.040
H -1.712 0.892 -0.757
*
```

=====

| no. | LUMO (eV) |
| --- | --- |
| 1 | 0.98 |
| 2 | 0.90 |
| 3 | 0.86 |